# C34H32AsCuF3N4O2S2Sb

A molecular structure, C34H32AsCuF3N4O2S2Sb in a non-equilibrium geometry (ωB97M-V/def2-TZVPD, the OMol25 dataset).

XYZ file:
```
80
Properties=species:S:1:pos:R:3:forces:R:3:mulliken_spin:R:1
Cu -0.5959 0.7321 -0.3874 -0.194 0.128 0.213 0.51
S 0.1798 2.4717 0.8749 0.154 0.521 0.040 0.17
C -0.6240 1.6726 2.1653 -0.112 0.103 0.216 0.04
S -1.5041 0.2954 1.6336 -0.140 -0.053 0.356 0.27
C -0.5793 2.0897 3.4768 -0.010 -0.239 -0.587 -0.06
C -1.3609 1.4859 4.4698 -0.576 -0.319 0.442 -0.01
N -2.0279 1.0457 5.2986 -0.152 -0.180 0.179 0.00
C 0.2473 3.1347 3.9096 0.513 0.580 0.081 -0.01
N 0.9336 3.9703 4.3043 0.142 0.231 0.046 0.00
O -0.3150 -1.1981 -0.7706 -0.431 0.421 -1.497 0.04
N -0.4580 -1.4028 -2.0323 0.050 -0.602 0.607 0.00
N -0.4332 -0.3780 -2.7813 0.167 -0.267 0.674 0.01
O -0.2779 0.8466 -2.3598 0.220 0.237 -0.030 0.03
C -0.6752 -0.6268 -4.1450 -0.143 -0.239 -1.165 0.00
C -0.4983 -1.9162 -4.6421 0.047 0.095 0.026 0.00
C -0.7798 -2.1790 -5.9676 -0.031 0.034 -0.010 0.00
C -1.2386 -1.1690 -6.8009 -0.026 0.042 -0.044 0.00
C -1.3990 0.1143 -6.3030 0.007 -0.131 -0.125 0.00
C -1.1140 0.3939 -4.9777 0.091 0.048 0.416 0.00
H -0.1495 -2.6861 -3.9747 0.037 -0.091 -0.037 0.00
H -0.6391 -3.1786 -6.3523 0.003 -0.068 -0.019 0.00
H -1.4703 -1.3850 -7.8342 0.008 0.015 -0.064 0.00
H -1.7510 0.8999 -6.9549 -0.026 0.101 -0.009 0.00
H -1.2347 1.3850 -4.5672 0.026 0.054 0.011 0.00
C -4.4723 0.5528 -2.8958 0.122 0.058 0.057 0.00
C -3.9596 1.9823 -2.7793 0.132 -0.074 0.158 0.00
As -2.8004 2.1834 -1.1628 -0.683 0.521 -0.137 0.00
C -2.1889 4.0417 -1.4861 0.011 0.078 0.002 0.00
C -0.8154 4.0727 -2.1487 -0.121 -0.146 0.010 0.00
C -4.1768 2.5561 0.2141 0.030 -0.089 0.043 0.00
C -5.0987 3.7388 -0.0356 0.096 -0.071 -0.092 0.00
H -5.0410 0.4072 -3.8154 -0.045 -0.054 0.000 0.00
H -5.1133 0.3061 -2.0487 -0.051 -0.089 -0.001 0.00
H -3.6357 -0.1483 -2.8951 -0.041 -0.095 -0.027 0.00
H -4.7974 2.6817 -2.7605 0.096 0.121 0.080 0.00
H -3.3531 2.2267 -3.6556 0.077 0.079 0.097 0.00
H -2.1314 4.5505 -0.5181 -0.118 -0.104 -0.064 0.00
H -2.9261 4.5655 -2.1090 0.030 -0.125 0.180 0.00
H -0.0630 3.6944 -1.4565 0.034 0.057 -0.140 0.00
H -0.5398 5.0852 -2.4489 0.017 0.002 0.009 0.00
H -0.8021 3.4298 -3.0284 0.116 0.015 -0.122 0.00
H -3.6314 2.7055 1.1518 0.067 -0.122 -0.118 0.00
H -4.7640 1.6416 0.3460 0.139 -0.005 -0.022 0.00
H -4.5292 4.6625 -0.1199 -0.032 0.099 -0.030 0.00
H -5.8027 3.8533 0.7883 -0.067 0.037 0.043 0.00
H -5.6747 3.6058 -0.9510 -0.065 0.068 -0.046 0.00
F 4.5270 -6.8716 3.5875 -0.073 0.131 -0.072 0.00
C 3.7646 -5.8347 3.1488 -0.071 -0.049 -0.058 0.00
C 4.2893 -4.5559 3.1802 0.156 -0.202 0.100 0.00
C 3.4960 -3.5093 2.7482 0.088 -0.005 0.070 0.00
C 2.2073 -3.7331 2.2925 -0.449 0.404 -0.290 0.00
C 1.7208 -5.0288 2.2521 -0.058 0.090 -0.023 0.00
C 2.4921 -6.0944 2.6794 0.285 -0.315 0.169 0.00
Sb 0.9007 -2.1111 1.6445 0.720 -0.283 0.684 0.00
C 2.4752 -1.3089 0.3920 -0.431 -0.199 0.254 0.00
C 2.5505 0.0564 0.1673 0.041 -0.036 0.022 -0.01
C 3.4824 0.5984 -0.7006 0.178 0.003 -0.146 0.00
C 4.3494 -0.2604 -1.3457 -0.023 -0.044 0.027 0.00
F 5.2741 0.2464 -2.2047 -0.130 -0.081 0.144 0.00
C 4.3044 -1.6274 -1.1441 0.175 0.141 -0.217 0.00
C 3.3539 -2.1460 -0.2795 -0.040 -0.057 0.024 0.00
C 1.4122 -0.9739 3.4259 -0.185 -0.238 -0.699 -0.01
C 2.5023 -0.1258 3.5248 0.050 0.044 0.028 0.00
C 2.7906 0.5158 4.7175 0.037 0.112 0.213 0.00
C 1.9782 0.2897 5.8118 0.051 -0.157 -0.068 0.00
F 2.2991 0.8621 6.9981 -0.119 0.011 -0.165 0.00
C 0.8679 -0.5293 5.7340 0.173 0.112 0.268 0.00
C 0.5942 -1.1516 4.5308 -0.039 -0.059 -0.084 0.01
H 5.2950 -4.3934 3.5394 0.071 -0.027 0.049 0.00
H 3.8857 -2.5004 2.7672 0.081 0.053 0.049 0.00
H 0.7194 -5.2088 1.8824 -0.076 -0.085 -0.005 0.00
H 2.1211 -7.1080 2.6559 0.009 -0.109 0.028 0.00
H 1.8678 0.7202 0.6754 0.073 0.117 0.033 0.00
H 3.5308 1.6625 -0.8718 0.032 0.121 -0.048 0.00
H 5.0057 -2.2641 -1.6625 0.048 -0.058 -0.068 0.00
H 3.3011 -3.2165 -0.1276 0.084 -0.048 -0.010 0.00
H 3.1450 0.0463 2.6729 0.047 0.032 -0.046 0.00
H 3.6296 1.1880 4.7958 0.108 0.096 0.084 0.00
H 0.2270 -0.6642 6.5909 -0.043 0.040 0.099 0.00
H -0.2814 -1.7815 4.4525 -0.135 -0.034 0.055 0.00
```
Forces are in eV/Å.

Computed properties:
- HOMO (alpha / beta): -5.20 / -5.15 eV
- Net charge: -1
- Gap between HOMO and LUMO (alpha / beta): 7.42 / 6.73 eV
- 2S+1: 2

=====

# C34H32AsNReS

A molecular structure, C34H32AsNReS in a non-equilibrium geometry (ωB97M-V/def2-TZVPD, the OMol25 dataset).

XYZ file:
```
70
Properties=species:S:1:pos:R:3:forces:R:3:mulliken_spin:R:1
Re -9.1348 -12.9364 11.1881 -1.477 -3.139 -1.154 2.23
S -7.8031 -11.6941 9.8775 0.567 2.206 0.398 0.11
C -7.9906 -10.2323 10.9808 -0.370 0.024 -1.030 0.01
C -7.0704 -9.2249 10.7596 0.292 1.268 -0.210 0.00
C -7.2599 -7.9206 11.2644 0.809 -0.487 0.445 0.01
C -8.3637 -7.6706 12.0641 -0.125 1.651 0.054 0.00
C -9.3336 -8.6550 12.2620 1.602 0.060 -0.039 0.03
C -9.1392 -9.9370 11.7714 0.281 0.475 0.545 0.02
As -10.5183 -11.2407 12.2332 -0.385 0.488 -0.745 0.16
C -11.1222 -11.1211 14.0985 -0.169 0.465 1.735 0.01
C -12.0091 -12.1196 14.5745 0.079 -0.093 0.067 0.02
C -12.4435 -12.1440 15.9133 0.490 0.566 -0.212 0.01
C -12.0487 -11.1287 16.8035 0.514 -0.852 -1.615 0.01
C -11.1109 -10.1937 16.4127 0.116 -0.778 -2.369 0.00
C -10.6368 -10.1961 15.0679 -1.284 -1.229 0.213 0.00
C -11.9406 -10.3060 11.1853 0.352 -0.022 -0.235 -0.02
C -13.2820 -10.2422 11.5219 -0.235 -0.353 0.706 0.00
C -14.1276 -9.3709 10.8529 0.026 2.142 -0.751 0.00
C -13.6054 -8.5273 9.8238 0.188 -1.163 1.397 0.00
C -12.2777 -8.6810 9.4306 -0.967 0.432 -0.747 0.00
C -11.4795 -9.5794 10.0677 0.472 -1.143 1.162 0.05
H -6.2346 -9.4262 10.0824 -0.230 0.076 0.250 0.00
H -6.4858 -7.1300 11.1322 -0.738 -0.748 -0.078 0.00
H -8.4588 -6.6276 12.4811 -0.171 -1.318 -0.363 0.00
H -10.1828 -8.4670 12.8703 -0.713 0.361 0.292 0.01
H -12.3164 -12.9293 13.9022 0.077 0.294 0.205 0.00
H -13.0147 -12.9742 16.3379 -0.052 0.289 -0.549 0.00
H -12.3880 -11.1898 17.7913 -0.413 0.104 1.360 0.00
H -10.6853 -9.5126 17.0942 0.287 0.785 0.720 0.00
H -9.8752 -9.5214 14.7785 0.602 0.710 -0.138 0.00
H -13.6937 -10.8192 12.3651 0.347 0.302 -0.355 0.00
H -15.1166 -9.1159 11.2741 0.450 -0.592 -0.483 0.00
H -14.1378 -7.6999 9.4056 -0.686 0.082 -0.162 0.00
H -11.9044 -8.0779 8.6040 0.067 -0.134 0.208 0.00
H -10.4549 -9.7341 9.7768 0.204 0.189 -0.233 -0.02
C -4.8276 -12.0926 11.7960 0.153 0.725 -0.326 0.02
N -4.3146 -13.3906 11.2107 -0.260 0.176 -1.108 0.01
C -3.1713 -14.0053 11.9836 -0.885 -0.690 -0.680 0.00
C -5.5227 -14.3071 10.8877 -1.267 1.156 1.787 0.07
C -6.4103 -14.5527 12.1291 -0.652 -0.551 -0.926 0.02
C -5.9874 -15.6118 12.9738 1.139 0.149 -0.912 -0.04
C -6.6745 -16.1013 14.0394 -1.710 0.751 0.400 0.07
C -8.0123 -15.5935 14.1994 1.857 0.253 -0.654 0.03
C -8.4910 -14.6603 13.3134 0.910 0.730 0.238 0.07
C -7.7326 -14.0355 12.2571 0.617 -1.383 0.855 0.02
H -4.0255 -11.3312 11.8058 -0.272 -0.550 0.043 0.00
H -5.2896 -12.1890 12.7836 0.525 -0.626 -0.103 0.00
H -5.6596 -11.7367 11.1749 0.314 -0.185 -0.211 -0.01
H -3.9264 -13.2135 10.2448 -0.471 0.228 1.346 0.00
H -3.4466 -14.1106 13.0222 -0.148 0.161 0.223 0.00
H -2.3659 -13.3008 11.8469 0.517 -0.155 0.180 0.00
H -2.9584 -15.0371 11.5922 -0.068 1.189 0.131 0.00
H -5.1016 -15.2312 10.6243 0.686 -1.235 -0.698 0.00
H -6.0613 -13.8345 10.0408 0.294 -0.204 0.678 -0.01
H -5.0552 -16.1228 12.7139 0.076 0.284 0.161 0.00
H -6.2018 -16.7793 14.7414 -0.298 -0.181 -0.185 0.01
H -8.5925 -15.8422 15.0412 -0.697 -0.570 0.842 0.00
H -9.4604 -14.2071 13.4762 -0.347 -0.401 0.182 0.00
C -10.0458 -13.9585 10.0375 0.250 0.444 1.041 0.25
C -10.7001 -14.6802 9.0114 -1.782 -2.386 -2.309 -0.08
C -10.6670 -16.1185 8.9411 1.646 0.717 1.545 -0.02
C -11.0465 -16.8553 7.8358 -0.385 -0.504 0.377 0.01
C -11.7332 -16.2245 6.8451 -0.702 2.108 -0.918 -0.02
C -11.9986 -14.8030 6.8806 0.825 -3.029 0.935 0.02
C -11.4860 -14.0993 7.9533 -0.244 2.020 0.614 -0.03
H -10.2407 -16.6684 9.8051 -0.051 0.557 -0.593 -0.01
H -10.9172 -17.9486 7.7597 0.013 0.683 0.380 0.00
H -12.1437 -16.8112 6.0477 -0.077 -0.118 -0.487 0.00
H -12.6433 -14.4475 6.1016 -0.074 0.710 -0.026 0.00
H -11.7878 -13.0125 8.0461 0.763 -1.193 -0.110 -0.01
```
Forces are in eV/Å.

Computed properties:
- HOMO (alpha / beta): -4.48 / -6.64 eV
- Gap between HOMO and LUMO (alpha / beta): 4.36 / 6.43 eV
- 2S+1: 4

=====

# C34H32BiN5O6SSe4

A molecular structure, C34H32BiN5O6SSe4 (ωB97M-V/def2-TZVPD, the OMol25 dataset).

XYZ file:
```
83
Properties=species:S:1:pos:R:3:forces:R:3:mulliken_charge:R:1
Bi -0.4682 -1.0168 -0.3143 -0.151 0.051 -0.004 1.93
O 0.2923 4.9565 -1.2173 -0.064 -0.046 -0.040 -0.75
C 1.5391 4.5039 -1.0301 0.068 -0.044 -0.013 0.39
C 2.5874 5.4270 -1.0413 0.001 0.012 0.010 -0.71
C 3.8947 5.0124 -0.8615 -0.001 0.003 -0.001 -0.28
C 4.1866 3.6668 -0.6689 -0.003 -0.011 0.007 -1.31
C 3.1485 2.7487 -0.6576 -0.004 0.020 0.001 -0.27
C 1.8238 3.1376 -0.8322 0.030 0.026 -0.011 0.50
C 0.7571 2.0854 -0.8015 0.169 0.042 0.084 0.37
O 1.1119 0.8847 -0.6270 0.099 -0.195 -0.038 -0.29
N -0.4677 2.5315 -0.9556 -0.117 0.185 -0.128 -0.79
N -1.4233 1.5397 -0.8526 -0.056 -0.134 0.072 0.61
C -2.5839 1.8921 -1.2551 -0.053 0.059 0.052 -0.92
C -3.7843 1.0844 -1.2292 -0.010 -0.046 -0.033 0.92
C -4.9146 1.6043 -1.8716 0.004 -0.011 0.000 -0.54
C -6.1131 0.9243 -1.9276 -0.010 0.010 -0.004 -0.78
C -6.1880 -0.3309 -1.3092 0.001 -0.007 0.006 -0.33
C -5.1048 -0.8674 -0.6570 -0.010 -0.010 0.004 -0.81
C -3.8525 -0.1884 -0.5766 0.021 0.032 0.036 -0.22
O -2.8783 -0.6998 0.0770 -0.058 -0.034 -0.113 -0.17
H -0.2920 4.1247 -1.2022 -0.006 0.047 0.071 0.61
H 2.3428 6.4707 -1.1958 0.001 0.000 -0.001 0.39
H 4.6934 5.7458 -0.8749 -0.001 0.002 0.001 0.35
H 5.2090 3.3379 -0.5329 0.000 -0.002 0.002 0.40
H 3.3395 1.6924 -0.5129 -0.002 -0.002 -0.016 0.21
H -2.6954 2.8995 -1.6735 0.004 -0.002 -0.003 0.05
H -4.8258 2.5783 -2.3456 0.002 0.000 -0.001 0.34
H -6.9694 1.3470 -2.4381 -0.001 -0.001 0.000 0.36
H -7.1176 -0.8909 -1.3444 -0.001 -0.002 0.001 0.36
H -5.1579 -1.8385 -0.1796 0.001 0.001 0.003 0.39
Se -2.5987 0.6418 4.9409 -0.019 -0.024 0.133 -0.27
Se -1.8086 -0.9931 3.4845 -0.008 -0.009 -0.047 0.20
C 0.0482 -0.4517 3.5419 0.013 -0.037 0.053 0.35
C 0.7864 -0.5469 4.7164 -0.001 -0.001 -0.012 -1.04
C 2.1222 -0.1891 4.6751 0.003 0.014 -0.021 -0.38
C 2.6681 0.2380 3.4731 0.013 -0.012 0.037 -0.94
C 1.8489 0.2987 2.3585 -0.021 -0.017 -0.031 -0.40
N 0.5563 -0.0288 2.3975 0.039 0.056 0.028 0.48
C -2.5759 2.2318 3.8622 -0.079 0.027 -0.028 -0.26
C -2.1998 2.2621 2.5238 -0.035 -0.010 0.037 1.13
C -2.1987 3.4910 1.8883 0.011 -0.026 -0.050 -0.23
C -2.5874 4.6226 2.5936 -0.002 -0.017 0.061 -0.69
C -2.9635 4.4704 3.9165 -0.004 0.027 -0.038 -0.28
N -2.9573 3.3006 4.5544 0.038 0.022 -0.024 -0.57
H 0.3148 -0.8912 5.6265 0.000 -0.001 -0.002 0.46
H 2.7329 -0.2549 5.5681 0.001 0.002 0.001 0.37
H 3.7126 0.5075 3.3905 -0.003 0.006 0.003 0.46
H 2.2199 0.6011 1.3865 -0.020 0.019 0.013 0.44
H -1.9342 1.3589 1.9883 0.034 0.003 -0.016 -0.10
H -1.8871 3.5485 0.8536 0.010 0.032 -0.007 0.32
H -2.5997 5.6006 2.1313 0.014 -0.007 -0.019 0.40
H -3.2861 5.3271 4.5006 0.007 -0.002 0.010 0.35
O -0.4511 -2.6488 1.8226 0.046 -0.039 -0.087 -0.22
N -0.2997 -3.9448 1.7017 -0.016 0.010 0.008 0.04
C 0.3016 -4.5976 2.7216 0.013 -0.003 0.003 -0.34
C 0.4978 -5.9508 2.7087 -0.002 -0.005 -0.002 -0.79
C 0.0649 -6.6675 1.5878 -0.003 -0.008 -0.001 -0.12
C -0.5268 -5.9954 0.5521 0.015 0.007 0.001 -0.80
C -0.7246 -4.5953 0.5682 -0.014 -0.022 0.015 0.40
S -1.4287 -3.7545 -0.7253 -0.002 0.068 0.070 -0.43
H 0.6042 -3.9422 3.5247 -0.007 0.005 -0.004 0.47
H 0.9866 -6.4262 3.5468 -0.001 -0.002 0.001 0.38
H 0.2065 -7.7398 1.5298 -0.001 0.000 0.003 0.34
H -0.8550 -6.5124 -0.3382 0.001 0.003 -0.001 0.38
O 2.7837 -4.1598 -3.0041 0.031 -0.009 0.066 -0.66
C 1.7889 -3.2060 -3.3625 -0.002 0.032 0.028 -1.10
C 2.2989 -1.7655 -3.2546 0.006 0.047 -0.002 2.12
C 3.4512 -1.5478 -4.2514 0.007 -0.046 0.016 -1.08
O 3.1011 -1.6873 -5.6304 -0.040 0.101 0.007 -0.57
C 2.9290 -1.4998 -1.8718 -0.025 0.002 -0.022 -1.39
Se 2.0770 -2.3047 -0.2933 0.115 -0.083 -0.035 -0.49
C 1.1987 -0.7371 -3.5804 -0.045 -0.056 -0.016 -1.11
Se -0.6593 -1.1147 -3.0445 -0.002 0.074 -0.029 -0.44
H 2.7821 -4.1513 -2.0321 0.002 -0.001 -0.035 0.35
H 0.9049 -3.3173 -2.7330 0.014 -0.008 -0.020 0.28
H 1.4736 -3.4426 -4.3864 -0.017 0.005 0.008 0.54
H 4.2503 -2.2557 -4.0108 0.000 -0.012 0.018 0.39
H 3.8363 -0.5312 -4.1278 0.014 -0.012 -0.039 0.42
H 2.3812 -2.3240 -5.6810 0.042 -0.058 0.013 0.39
H 2.9638 -0.4242 -1.7050 0.019 0.032 -0.011 0.08
H 3.9530 -1.8781 -1.8672 0.000 -0.005 0.000 0.48
H 1.1228 -0.6157 -4.6616 0.013 -0.007 0.006 0.56
H 1.4847 0.2296 -3.1656 -0.007 0.001 0.015 0.11
```
Forces are in eV/Å.

Computed properties:
- HOMO: -2.18 eV
- Net charge: -2
- Gap between HOMO and LUMO: 6.16 eV

=====

In g mol⁻¹, the molar mass values for the records above are, in order, 910.01, 747.83, 1163.55.
In kJ/mol, the energy above the lowest of the compared OMol25 structures with the same formula, charge and spin values for the records above are, in order, 92.63, 63.95, 0.00.